# 1
{"formula": "C6H10", "method": "ωB97M-V/def2-TZVPD", "smiles": "C=C(C)C(=C)C", "total_energy_ev": -6382.390, "max_force_ev_per_a": 2.414, "homo_energy_ev": -9.36, "e_lumo_ha": 0.0376, "e_above_lowest_kcal_mol": 33.88, "elements": ["C", "C", "C", "C", "C", "C", "H", "H", "H", "H", "H", "H", "H", "H", "H", "H"], "positions_angstrom": [[-1.6004, 1.1187, 0.1161], [-0.7822, 0.0762, 0.0005], [-1.2760, -1.3499, -0.0151], [0.6913, 0.2515, 0.1860], [1.1908, 0.2926, 1.4126], [1.5933, 0.2244, -1.0119], [-1.2737, 2.1011, -0.2239], [-2.6751, 1.0794, -0.0508], [-0.4481, -2.0490, 0.0668], [-1.6332, -1.5600, -1.0282], [-2.0763, -1.6195, 0.6676], [2.2598, 0.3955, 1.5672], [0.6804, 0.1813, 2.3632], [1.4625, -0.7090, -1.5538], [2.6028, 0.5502, -0.7838], [1.2841, 1.0166, -1.7125]], "forces_ev_per_angstrom": [[-0.40, 0.69, -2.28], [-0.28, -0.19, 1.57], [0.32, -0.36, -1.25], [0.04, -0.24, 0.11], [0.75, 0.05, 0.59], [-0.82, 1.42, -0.57], [0.55, 0.13, 1.01], [-0.04, -0.66, 0.50], [0.08, -0.06, 0.51], [-0.33, 0.05, 0.01], [0.05, 0.28, 0.21], [0.12, -0.06, -0.27], [-0.61, 0.19, -0.38], [0.52, -0.19, 0.01], [0.31, -0.80, 0.23], [-0.29, -0.25, -0.01]]}

# 2
{"formula": "C45H35N6O4S2Y", "method": "ωB97M-V/def2-TZVPD", "total_energy_ev": -87085.192, "max_force_ev_per_a": 1.685, "homo_energy_ev": -1.26, "e_lumo_ha": 0.1460, "total_charge": -2, "e_above_lowest_kcal_mol": 17.84, "elements": ["Y", "O", "C", "N", "C", "O", "C", "C", "C", "C", "C", "N", "C", "C", "C", "C", "C", "N", "H", "H", "H", "H", "H", "H", "H", "H", "C", "C", "C", "C", "C", "C", "N", "N", "C", "C", "C", "C", "C", "C", "H", "H", "H", "H", "H", "H", "H", "H", "H", "S", "C", "C", "C", "C", "C", "C", "S", "H", "H", "H", "H", "C", "C", "C", "C", "C", "C", "N", "C", "C", "C", "C", "C", "C", "C", "O", "O", "C", "C", "H", "H", "H", "H", "H", "H", "H", "H", "H", "H", "H", "H", "H", "H"], "positions_angstrom": [[-0.4666, -1.8065, 0.5903], [-2.5431, 0.6042, 3.9508], [-1.8871, 0.3070, 2.9658], [-2.2581, -0.4892, 1.9281], [-3.5895, -0.6432, 1.7097], [-4.4781, 0.1780, 1.8950], [-3.9669, -1.9644, 1.0904], [-5.2552, -2.4511, 1.2792], [-5.5812, -3.6783, 0.7361], [-4.6241, -4.3601, -0.0015], [-3.3695, -3.7963, -0.1441], [-3.0399, -2.6258, 0.4053], [-0.4929, 0.8886, 2.8379], [-0.1366, 1.9066, 3.7103], [1.0960, 2.5126, 3.5647], [1.9392, 2.0675, 2.5615], [1.5078, 1.0350, 1.7452], [0.3102, 0.4579, 1.8604], [-5.9530, -1.8541, 1.8477], [-6.5686, -4.1002, 0.8830], [-4.8300, -5.3231, -0.4482], [-2.5855, -4.2986, -0.6945], [-0.8463, 2.1848, 4.4757], [1.3995, 3.3163, 4.2254], [2.9186, 2.4981, 2.4051], [2.1625, 0.6390, 0.9912], [-2.5224, 3.9726, -1.4104], [-2.0343, 3.3552, -2.5565], [-1.6730, 2.0180, -2.5318], [-1.8053, 1.2900, -1.3560], [-2.2595, 1.9068, -0.2020], [-2.6306, 3.2446, -0.2345], [-1.4221, -0.1061, -1.3279], [-1.6449, -0.6473, -2.4242], [-1.1359, -1.9622, -2.6254], [-1.3029, -2.3877, -3.9463], [-0.6972, -3.5575, -4.3598], [0.0573, -4.2740, -3.4315], [0.1626, -3.8445, -2.1142], [-0.4453, -2.6694, -1.6370], [-2.8004, 5.0197, -1.4313], [-1.9190, 3.9207, -3.4736], [-1.2703, 1.5283, -3.4090], [-2.3505, 1.3307, 0.7019], [-3.0072, 3.7080, 0.6686], [-1.8744, -1.7692, -4.6295], [-0.7999, -3.9040, -5.3816], [0.5568, -5.1872, -3.7393], [0.7330, -4.4501, -1.4196], [0.0221, -2.4879, 3.2980], [0.0015, -4.2143, 3.5951], [0.1690, -4.6754, 4.9077], [0.1742, -6.0239, 5.2262], [0.0082, -6.9618, 4.2112], [-0.1644, -6.5224, 2.9079], [-0.1815, -5.1632, 2.5696], [-0.4268, -4.7046, 0.8914], [0.2956, -3.9325, 5.6868], [0.3063, -6.3387, 6.2557], [0.0181, -8.0240, 4.4311], [-0.2953, -7.2398, 2.1054], [1.3853, 6.1492, 0.1410], [2.6211, 5.2973, -0.0081], [3.8348, 5.7941, 0.4498], [4.9793, 5.0133, 0.3805], [4.9176, 3.7571, -0.1850], [3.7102, 3.2387, -0.6705], [3.7712, 1.9288, -1.1554], [2.9739, 1.3221, -2.1270], [2.6809, 1.9884, -3.3158], [1.9284, 1.3719, -4.3024], [1.4810, 0.0699, -4.1273], [1.7768, -0.5967, -2.9452], [2.5081, 0.0097, -1.9334], [2.7748, -0.7358, -0.6294], [3.8933, -0.5852, -0.1055], [1.8181, -1.4151, -0.1627], [2.5311, 4.0082, -0.5573], [1.1756, 3.4582, -0.9137], [1.6432, 7.1158, 0.5752], [0.6486, 5.6739, 0.7914], [0.8950, 6.3244, -0.8189], [3.8749, 6.7862, 0.8844], [5.9237, 5.3927, 0.7523], [5.8050, 3.1417, -0.2688], [4.2433, 1.2388, -0.5739], [3.0537, 2.9970, -3.4533], [1.7029, 1.9097, -5.2166], [0.8935, -0.4235, -4.8914], [1.4156, -1.6021, -2.7812], [0.9451, 3.5653, -1.9740], [0.3872, 3.9583, -0.3549], [1.1039, 2.3961, -0.6894]], "forces_ev_per_angstrom": [[0.51, -0.23, 1.59], [-0.04, 0.05, 0.00], [0.03, 0.01, -0.04], [0.09, -0.13, -0.20], [0.02, 0.06, -0.07], [-0.05, -0.02, 0.11], [-0.04, -0.05, 0.01], [0.00, 0.00, -0.05], [-0.01, 0.00, -0.02], [-0.03, 0.00, 0.00], [0.08, 0.03, -0.12], [0.32, 0.13, -0.07], [-0.06, -0.02, -0.09], [0.00, -0.02, 0.05], [0.03, 0.04, 0.02], [-0.02, 0.00, -0.04], [0.01, -0.05, 0.10], [-0.12, -0.08, -0.03], [0.00, 0.00, 0.00], [0.00, 0.00, 0.00], [-0.01, 0.00, 0.00], [-0.02, 0.01, 0.01], [0.00, 0.00, 0.00], [0.00, 0.00, 0.00], [0.02, 0.02, -0.03], [0.07, -0.02, -0.05], [0.03, 0.00, 0.00], [0.02, -0.01, 0.00], [0.03, 0.12, -0.16], [0.08, -0.30, 0.09], [-0.04, 0.07, 0.00], [0.03, -0.03, -0.03], [-0.02, 0.21, 0.01], [0.06, -0.18, -0.07], [-0.21, 0.15, -0.07], [0.06, 0.03, -0.10], [-0.02, -0.02, 0.04], [-0.01, 0.00, -0.03], [-0.09, -0.01, 0.01], [-0.34, -0.39, -0.68], [-0.01, 0.00, -0.01], [0.00, 0.02, 0.00], [-0.01, 0.03, 0.03], [-0.01, -0.04, 0.07], [-0.01, 0.00, 0.00], [0.00, 0.00, 0.00], [0.01, 0.00, 0.00], [0.01, 0.00, 0.00], [0.01, -0.02, -0.01], [0.06, 0.15, -0.25], [0.01, 0.11, 0.04], [0.01, 0.02, 0.03], [-0.02, -0.01, -0.07], [0.03, 0.05, 0.02], [-0.03, -0.01, -0.04], [-0.05, -0.04, -0.11], [0.20, 0.36, 0.09], [0.01, 0.00, 0.00], [0.01, 0.00, 0.01], [-0.01, -0.01, 0.00], [0.00, -0.01, 0.00], [0.03, 0.04, 0.00], [-0.04, -0.03, -0.05], [0.03, -0.03, 0.03], [0.02, 0.04, -0.01], [-0.01, 0.05, -0.01], [-0.01, -0.01, 0.00], [-0.11, -0.06, 0.18], [0.00, 0.04, 0.01], [-0.07, 0.08, 0.03], [0.00, -0.01, 0.00], [0.00, 0.02, 0.01], [0.03, 0.02, -0.02], [0.00, -0.03, -0.03], [0.02, 0.02, -0.11], [-0.01, 0.05, -0.05], [-0.61, 0.07, 0.13], [0.06, -0.08, 0.04], [0.08, -0.08, 0.01], [0.00, 0.00, -0.02], [0.00, 0.02, 0.02], [-0.01, -0.02, -0.01], [0.00, 0.01, 0.00], [0.00, 0.00, 0.01], [0.00, 0.00, -0.01], [-0.06, -0.01, 0.04], [0.00, 0.02, 0.01], [0.00, 0.00, -0.01], [0.00, -0.01, 0.00], [0.04, 0.01, -0.02], [0.00, 0.02, -0.08], [0.01, -0.05, -0.01], [0.05, -0.07, -0.02]]}

# 3
{"formula": "C50H53N12O3SSc", "method": "ωB97M-V/def2-TZVPD", "total_energy_ev": -108259.854, "max_force_ev_per_a": 1.374, "homo_energy_ev": -11.32, "e_lumo_ha": -0.1918, "total_charge": 2, "e_above_lowest_kcal_mol": 18.91, "elements": ["Sc", "C", "C", "C", "C", "C", "N", "C", "C", "C", "C", "C", "C", "C", "N", "C", "C", "C", "N", "C", "C", "N", "C", "C", "C", "N", "H", "H", "H", "H", "H", "H", "H", "H", "H", "H", "H", "H", "H", "H", "H", "H", "H", "H", "O", "N", "O", "C", "C", "C", "C", "C", "C", "N", "C", "C", "N", "C", "C", "C", "C", "H", "H", "H", "H", "H", "H", "H", "C", "C", "N", "C", "C", "C", "S", "N", "C", "O", "C", "C", "C", "C", "C", "C", "H", "H", "H", "H", "H", "H", "H", "H", "H", "H", "H", "H", "H", "H", "H", "C", "C", "N", "C", "C", "N", "C", "C", "H", "H", "H", "H", "H", "H", "H", "H", "H", "H", "H", "H", "H"], "positions_angstrom": [[0.3731, 0.1922, 0.1812], [-0.1232, -0.1972, -6.7725], [-0.1806, 0.3212, -5.3671], [-1.3601, 0.8179, -4.8162], [-1.4101, 1.2385, -3.5055], [-0.2899, 1.1912, -2.6532], [-0.3634, 1.5947, -1.3197], [-0.9422, 2.8411, -1.1372], [-0.9230, 3.7692, -2.2038], [-1.5828, 4.9696, -2.1682], [-2.2933, 5.3565, -1.0328], [-3.0494, 6.6450, -1.0144], [-2.2435, 4.5161, 0.0640], [-1.5860, 3.2816, 0.0487], [-1.6135, 2.5317, 1.2467], [-2.4872, 2.6901, 2.2611], [-2.0845, 1.8749, 3.2975], [-0.9522, 1.2321, 2.8198], [-0.6786, 1.6214, 1.5676], [0.9210, 0.7684, -3.2490], [0.9541, 0.3264, -4.5683], [2.1316, 0.8821, -2.5451], [3.3271, 1.2068, -3.0772], [4.2398, 1.2375, -2.0502], [3.5026, 0.9249, -0.9103], [2.2214, 0.7180, -1.2134], [-1.1009, -0.1620, -7.2471], [0.5703, 0.3902, -7.3704], [0.2335, -1.2273, -6.7854], [-2.2455, 0.9055, -5.4302], [-2.3394, 1.6510, -3.1450], [-0.3637, 3.5110, -3.0908], [-1.5531, 5.6246, -3.0258], [-3.5379, 6.7978, -1.9739], [-3.7957, 6.6545, -0.2248], [-2.3770, 7.4877, -0.8556], [-2.7238, 4.8480, 0.9707], [-3.3333, 3.3422, 2.2150], [-2.5416, 1.7707, 4.2596], [-0.3219, 0.5342, 3.3411], [1.8922, 0.0073, -4.9986], [3.4599, 1.4079, -4.1198], [5.2832, 1.4618, -2.1050], [3.8657, 0.8544, 0.0974], [-6.8635, -2.6642, 3.1770], [-6.4453, -2.1765, 2.1590], [-7.0912, -1.9657, 1.1557], [-5.0200, -1.8793, 2.1024], [-4.2003, -2.6143, 2.9022], [-2.7911, -2.4875, 2.8173], [-1.9388, -3.2158, 3.6661], [-0.5848, -3.0653, 3.5145], [-0.1098, -2.2135, 2.5124], [-0.8799, -1.5175, 1.6924], [-2.2164, -1.6315, 1.8454], [-3.0857, -0.8290, 1.0184], [-2.5082, -0.0095, 0.1224], [-3.2993, 0.8006, -0.5539], [-4.6824, 0.8733, -0.3892], [-5.2999, 0.0011, 0.4716], [-4.4972, -0.9094, 1.1855], [-4.6274, -3.3212, 3.6000], [-2.3580, -3.8632, 4.4208], [0.1136, -3.5820, 4.1510], [0.9574, -2.0987, 2.3869], [-2.8217, 1.4672, -1.2478], [-5.2568, 1.6000, -0.9395], [-6.3728, 0.0165, 0.5900], [5.2532, 1.4361, 3.1746], [4.5462, 0.2345, 3.7970], [4.3399, -0.8493, 2.8559], [5.2911, -1.9506, 2.8628], [6.3100, -1.8838, 1.7285], [3.2926, -0.8754, 2.0294], [2.1117, 0.3755, 2.1340], [3.2246, -1.9433, 1.2347], [2.3537, -2.3030, 0.3234], [1.3455, -1.6516, -0.1296], [2.6499, -3.6792, -0.1783], [3.6138, -4.4553, 0.4670], [3.8917, -5.7425, 0.0524], [3.2158, -6.2858, -1.0289], [2.2729, -5.5193, -1.6966], [1.9910, -4.2317, -1.2732], [5.4017, 2.1982, 3.9344], [4.6497, 1.8631, 2.3778], [6.2236, 1.1541, 2.7763], [3.5704, 0.5497, 4.1750], [5.1390, -0.1501, 4.6298], [4.7228, -2.8796, 2.7869], [5.8056, -1.9444, 3.8251], [5.8111, -1.9609, 0.7652], [7.0091, -2.7108, 1.8257], [6.8770, -0.9578, 1.7691], [4.1497, -4.0372, 1.3012], [4.6394, -6.3207, 0.5758], [3.4259, -7.2955, -1.3499], [1.7703, -5.9366, -2.5593], [1.2708, -3.6239, -1.7982], [-0.9326, -3.4324, -3.7788], [-0.8840, -2.1725, -2.8865], [-1.9443, -2.2154, -1.8992], [-1.8752, -3.4533, -1.1515], [-2.1648, -4.6504, -2.0888], [-2.2067, -4.1291, -3.4812], [-3.3544, -3.2022, -3.6494], [-3.2306, -2.1107, -2.5591], [-0.1136, -4.1187, -3.5609], [-0.8954, -3.1676, -4.8355], [-1.0181, -1.2786, -3.4920], [0.0712, -2.0888, -2.3633], [-2.6083, -3.4132, -0.3449], [-0.8836, -3.5239, -0.7025], [-3.1278, -5.1114, -1.8621], [-1.3874, -5.4134, -2.0180], [-2.3201, -4.9138, -4.1269], [-4.2858, -3.7618, -3.5527], [-3.3170, -2.7708, -4.6508], [-4.0148, -2.2211, -1.8085], [-3.3277, -1.1164, -2.9978]], "forces_ev_per_angstrom": [[-0.17, 0.06, -0.45], [0.06, 0.01, 0.00], [0.06, 0.01, 0.13], [0.10, 0.03, -0.04], [0.16, -0.29, 0.07], [0.34, -0.19, -0.50], [0.20, -0.51, 0.77], [-0.24, 0.65, 0.31], [0.11, -0.03, 0.27], [-0.11, -0.01, 0.22], [0.06, -0.26, 0.00], [0.08, 0.12, 0.05], [0.08, 0.04, -0.12], [0.34, 0.37, -1.08], [-0.30, -0.09, 0.26], [0.19, -0.33, 0.21], [-0.04, 0.02, -0.20], [-0.04, 0.27, 0.06], [0.47, -0.10, 0.34], [-1.03, 0.13, 0.05], [-0.12, -0.06, -0.05], [0.24, 0.14, 0.03], [0.44, -0.02, 0.29], [-0.22, -0.04, -0.17], [-0.08, -0.02, -0.14], [0.05, -0.13, 0.54], [-0.02, 0.01, -0.05], [0.02, 0.03, -0.12], [0.01, -0.06, -0.09], [-0.09, -0.06, -0.08], [-0.02, 0.04, 0.12], [-0.01, 0.02, -0.01], [0.04, 0.07, -0.12], [-0.13, 0.08, 0.00], [-0.09, 0.06, 0.02], [0.01, 0.07, 0.03], [-0.02, 0.04, 0.12], [-0.09, 0.19, -0.16], [-0.10, 0.00, 0.17], [0.08, -0.06, -0.12], [0.13, -0.13, 0.03], [-0.11, 0.05, -0.22], [0.24, 0.08, -0.07], [-0.16, 0.01, 0.13], [-0.28, -0.10, 0.35], [0.00, -0.13, 0.07], [-0.32, -0.01, -0.28], [1.23, -0.37, 0.48], [-0.84, 0.26, -0.30], [0.48, 0.32, -0.40], [0.17, 0.23, -0.21], [-0.24, 0.02, 0.00], [0.09, -0.17, -0.06], [0.18, 0.14, -0.04], [-0.19, -0.37, 0.38], [-0.61, -0.06, 0.03], [-0.05, 0.01, 0.02], [0.17, -0.04, -0.05], [-0.17, -0.30, 0.24], [0.21, 0.19, -0.23], [0.24, 0.09, -0.17], [-0.06, 0.00, 0.00], [-0.04, -0.09, 0.09], [0.10, -0.07, 0.05], [-0.03, 0.02, -0.01], [0.10, -0.01, -0.08], [-0.03, 0.11, -0.11], [0.09, -0.02, 0.04], [-0.07, -0.19, 0.09], [0.04, 0.67, 0.29], [-0.47, 0.01, -0.26], [0.41, -0.53, -0.21], [-0.16, -0.02, 0.18], [-0.31, 0.10, 0.06], [-0.37, 0.52, -0.05], [0.27, -0.23, -0.04], [0.04, 0.24, 0.11], [0.08, -0.31, 0.07], [-0.19, -0.28, -0.27], [0.01, 0.04, 0.04], [-0.03, -0.10, -0.07], [-0.01, 0.01, 0.02], [-0.05, -0.07, -0.10], [-0.04, 0.20, 0.10], [0.04, 0.10, 0.05], [-0.04, 0.05, -0.08], [0.12, 0.01, -0.04], [0.18, -0.09, 0.10], [-0.16, -0.03, -0.09], [0.13, 0.12, 0.16], [-0.12, 0.07, -0.06], [-0.01, 0.02, -0.07], [0.08, -0.07, -0.02], [0.06, 0.09, -0.04], [-0.01, 0.00, 0.01], [0.02, -0.05, 0.01], [0.02, -0.04, -0.05], [-0.05, 0.01, -0.05], [-0.08, 0.05, -0.06], [0.81, 0.44, -0.14], [0.17, 0.18, 0.00], [0.03, 0.17, 0.11], [0.04, 0.04, 0.13], [-0.03, -0.37, 0.84], [-0.10, -0.57, -0.39], [-0.74, 0.60, -0.05], [-0.12, 0.13, 0.08], [-0.10, -0.10, -0.05], [-0.14, -0.14, -0.01], [0.03, -0.05, 0.01], [-0.02, -0.07, -0.17], [0.00, -0.12, 0.01], [0.01, -0.10, 0.00], [0.05, 0.01, -0.19], [-0.07, 0.04, -0.17], [0.03, 0.11, 0.11], [0.16, -0.12, -0.04], [0.14, -0.17, 0.00], [-0.03, 0.00, -0.02], [0.00, -0.06, -0.05]]}

# 4
{"formula": "C3H5Br2P", "method": "ωB97M-V/def2-TZVPD", "smiles": "C=C(C)P(Br)Br", "total_energy_ev": -152565.577, "max_force_ev_per_a": 5.754, "homo_energy_ev": -9.35, "e_lumo_ha": -0.0086, "e_above_lowest_kcal_mol": 8.45, "elements": ["C", "C", "C", "P", "Br", "Br", "H", "H", "H", "H", "H"], "positions_angstrom": [[-1.1578, 0.3779, 1.3169], [-0.1577, 0.0898, 0.3131], [-0.4553, -0.3497, -1.0354], [1.5723, 0.0538, 0.8580], [2.4741, 1.7434, -0.3757], [2.3158, -1.6206, -0.3300], [-0.6800, 0.4727, 2.2924], [-2.2201, 0.4527, 1.1783], [0.4100, -0.0299, -1.5974], [-1.4479, 0.2666, -1.3668], [-0.6533, -1.4568, -1.2533]], "forces_ev_per_angstrom": [[5.11, -1.00, -2.45], [-3.65, -0.03, 4.02], [-3.06, 0.82, -2.28], [0.02, 0.82, 0.84], [-0.36, -0.21, 0.17], [0.29, -0.65, -0.20], [-0.74, 0.40, 0.11], [-0.15, -0.11, -0.23], [-0.20, -0.03, -1.06], [2.36, -1.56, 0.33], [0.38, 1.55, 0.76]]}